The following is a DFT calculation (ωB97M-V/def2-TZVPD) of 2 unconnected molecules or ions with the total composition H4OS2 in a non-equilibrium geometry.

Geometry as XYZ:
```
7
Properties=species:S:1:pos:R:3
S 0.0000 0.0000 0.0000
S -0.0588 1.9967 -0.9907
H -1.0096 0.2268 0.8670
H -1.3015 1.9525 -1.5162
O -2.7278 0.1220 1.4300
H -3.4440 0.4285 2.0312
H -2.5085 -0.7834 1.7470
```

* relative energy (zero: lowest compared OMol25 entry of this formula, charge and spin): 10.3 kcal per mole
* E: -873.98452 Ha
* largest force on an atom: 2.0 eV/Å
* SMILES string: SS.O